Record 1
Formula: C55H44BaGeN6O4
Source: the Open Molecules 2025 dataset
Level of theory: wB97M-V/def2-TZVPD

The geometry in XYZ format:
```
111
Properties=species:S:1:pos:R:3
Ba 0.0290 -0.8137 -0.5946
O 1.1395 -5.2095 0.4889
C 1.1702 -5.1740 1.8299
C 1.4427 -6.3562 2.5199
C 1.4971 -6.3704 3.9026
C 1.2830 -5.2007 4.6219
C 0.9941 -4.0267 3.9450
C 0.9213 -3.9886 2.5553
C 0.5377 -2.7422 1.8344
O 0.7859 -2.6538 0.5646
N -0.1230 -1.8753 2.5509
N -0.5565 -0.7441 1.8836
C -1.6241 -0.2515 2.4204
C -2.3836 0.8918 2.0466
C -3.5542 1.1378 2.7732
C -4.4233 2.1716 2.5122
C -4.1316 2.9561 1.3789
C -2.9923 2.7470 0.6735
N -1.9796 1.8362 1.0514
H 1.0162 -4.2561 0.2023
H 1.6103 -7.2590 1.9445
H 1.7068 -7.2981 4.4233
H 1.3353 -5.2084 5.7043
H 0.8074 -3.1075 4.4833
H -2.0238 -0.7840 3.2879
H -3.7811 0.4481 3.5777
H -5.3091 2.3421 3.1076
H -4.8225 3.7114 1.0255
H -2.8112 3.2773 -0.2461
C -4.5651 -1.9583 -1.5098
O -3.8332 -2.1196 -2.7205
C -2.5072 -1.8388 -2.3919
N -2.2887 -1.6503 -1.0997
C -3.5014 -2.0550 -0.4010
C -3.2987 -3.4570 0.1495
C -2.7730 -3.6289 1.4286
C -2.5282 -4.8944 1.9388
C -2.8170 -6.0227 1.1838
C -3.3235 -5.8635 -0.0990
C -3.5487 -4.5960 -0.6157
C -1.5074 -1.7960 -3.3833
C -1.7056 -2.2390 -4.7129
C -0.6141 -2.2430 -5.5779
C 0.6370 -1.8120 -5.1396
C 0.7727 -1.3968 -3.7944
N -0.2880 -1.3730 -2.9340
C 2.0015 -1.0144 -3.2188
N 2.1444 -0.5515 -1.9885
C 3.5803 -0.4951 -1.7064
C 4.2146 -0.6286 -3.1073
O 3.1869 -1.1436 -3.9393
C 3.9593 -1.5847 -0.7267
C 4.1374 -2.9046 -1.1342
C 4.4235 -3.8944 -0.2074
C 4.5288 -3.5835 1.1420
C 4.3334 -2.2757 1.5577
C 4.0581 -1.2839 0.6295
H -5.3383 -2.7251 -1.4462
H -5.0480 -0.9734 -1.5006
H -3.7142 -1.3743 0.4290
H -2.5253 -2.7575 2.0237
H -2.0967 -5.0000 2.9280
H -2.6383 -7.0131 1.5846
H -3.5380 -6.7351 -0.7076
H -3.9013 -4.5032 -1.6362
H -2.6737 -2.6191 -5.0123
H -0.7329 -2.6035 -6.5948
H 1.4990 -1.8016 -5.7938
H 3.8378 0.4716 -1.2666
H 5.0711 -1.3051 -3.1229
H 4.5259 0.3513 -3.4884
H 4.0222 -3.1695 -2.1797
H 4.5528 -4.9180 -0.5377
H 4.7215 -4.3636 1.8685
H 4.3815 -2.0302 2.6125
H 3.9045 -0.2594 0.9548
C -0.7355 1.8512 0.5760
Ge -0.2030 3.6416 -0.0751
C 1.6782 3.7392 -0.6870
C 2.1410 4.8804 -1.3400
C 3.4843 5.0428 -1.6459
C 4.3959 4.0584 -1.2895
C 3.9536 2.9237 -0.6245
C 2.6064 2.7617 -0.3312
C -1.1453 4.9490 -1.2957
C -0.9572 4.8824 -2.6770
C -1.6952 5.6733 -3.5458
C -2.6525 6.5474 -3.0487
C -2.8660 6.6158 -1.6781
C -2.1269 5.8171 -0.8173
C 0.0380 4.6840 1.6217
C 0.1476 6.0723 1.6631
C 0.4502 6.7394 2.8424
C 0.6576 6.0205 4.0119
C 0.5635 4.6360 3.9878
C 0.2578 3.9761 2.8054
H 1.4344 5.6598 -1.6036
H 3.8196 5.9409 -2.1521
H 5.4455 4.1750 -1.5327
H 4.6691 2.1647 -0.3303
H 2.2553 1.8756 0.1879
H -0.2128 4.2008 -3.0766
H -1.5287 5.6088 -4.6149
H -3.2290 7.1679 -3.7245
H -3.6150 7.2937 -1.2840
H -2.3175 5.8652 0.2504
H 0.0000 6.6485 0.7549
H 0.5255 7.8213 2.8507
H 0.8965 6.5386 4.9337
H 0.7304 4.0675 4.8958
H 0.1859 2.8930 2.7876
```

largest force on an atom: 3.25 eV/Å
net charge: -2
Kohn-Sham gap: 2.79 eV
spin multiplicity: 1
E: -132087.280 eV
lowest unoccupied orbital energy: 4.064 eV

---

Record 2
Formula: C55H44GeInN6O2S2
Source: the Open Molecules 2025 dataset
Level of theory: wB97M-V/def2-TZVPD

The geometry in XYZ format:
```
111
Properties=species:S:1:pos:R:3
In 1.3452 0.0663 0.7922
O 2.3435 -2.3295 7.6340
C 3.2852 -2.2444 6.8340
O 4.4761 -2.5739 6.8994
C 2.8839 -1.6180 5.4738
C 3.6877 -1.7606 4.3586
C 3.2784 -1.2644 3.1314
N 2.1151 -0.6090 2.9756
C 1.3293 -0.4735 4.0623
C 1.6782 -0.9611 5.3079
C -0.0274 0.0850 3.8579
C -0.7743 0.6302 4.9003
C -2.0714 1.0302 4.6472
C -2.5845 0.8905 3.3641
C -1.7572 0.3760 2.3868
N -0.5108 -0.0273 2.6248
C 4.1117 -1.4816 1.9191
C 5.3637 -2.0922 1.9967
C 6.0931 -2.2770 0.8407
C 5.5595 -1.8468 -0.3639
C 4.3167 -1.2478 -0.3524
N 3.6020 -1.0722 0.7612
H 4.6201 -2.2835 4.5062
H 1.0140 -0.9068 6.1587
H -0.3395 0.7478 5.8817
H -2.6770 1.4468 5.4402
H -3.5953 1.1857 3.1216
H -2.0933 0.2825 1.3640
H 5.7684 -2.4069 2.9446
H 7.0678 -2.7440 0.8820
H 6.1002 -1.9475 -1.2936
H 3.8823 -0.8813 -1.2694
C 3.5900 3.6454 -3.1565
S 2.2309 2.5033 -3.4594
C 2.3703 1.3418 -2.1377
S 3.2350 1.6903 -0.7221
N 1.6998 0.2503 -2.4519
N 1.4626 -0.5986 -1.4234
C 1.3346 -1.8416 -1.6875
C 1.0518 -2.7669 -0.5859
C 0.9482 -4.1327 -0.8079
C 0.7039 -4.9677 0.2682
C 0.5558 -4.4164 1.5319
C 0.6579 -3.0423 1.6696
N 0.9083 -2.2395 0.6393
H 3.3951 4.5174 -3.7777
H 3.6122 3.9363 -2.1096
H 4.5384 3.1961 -3.4418
H 1.4600 -2.2178 -2.6993
H 1.0546 -4.5180 -1.8127
H 0.6229 -6.0365 0.1227
H 0.3604 -5.0301 2.3991
H 0.5412 -2.5653 2.6327
C -2.7721 -2.7374 0.6136
Ge -2.2409 -1.4783 -0.8032
C -3.8362 -0.3841 -1.1706
C -4.7541 -0.9020 -2.0871
C -5.9728 -0.2746 -2.3037
C -6.2881 0.8888 -1.6174
C -5.3714 1.4347 -0.7329
C -4.1550 0.8032 -0.5147
C -1.8988 -2.5550 -2.4096
C -2.0576 -3.9158 -2.3393
C -1.7652 -4.7521 -3.4422
C -1.2910 -4.2134 -4.6003
C -1.0968 -2.8137 -4.7199
C -0.5872 -2.2364 -5.9080
C -0.3810 -0.8899 -5.9978
C -0.6814 -0.0536 -4.9028
C -1.1847 -0.5864 -3.7528
C -1.4038 -1.9781 -3.6193
H -3.6987 -3.2113 0.2856
H -2.9644 -2.2046 1.5435
H -2.0178 -3.4991 0.7991
H -4.5157 -1.8022 -2.6421
H -6.6747 -0.6949 -3.0122
H -7.2453 1.3690 -1.7725
H -5.5965 2.3594 -0.2171
H -3.4454 1.2779 0.1518
H -2.4199 -4.3771 -1.4292
H -1.9164 -5.8205 -3.3567
H -1.0551 -4.8459 -5.4473
H -0.3627 -2.8851 -6.7458
H 0.0189 -0.4594 -6.9062
H -0.4928 1.0097 -4.9687
H -1.3994 0.0608 -2.9104
C -3.1498 5.2172 -1.7714
C -2.9894 4.0493 -2.5019
C -2.1948 3.0287 -2.0063
C -1.5364 3.1478 -0.7815
C -1.7416 4.3122 -0.0375
C -2.5325 5.3362 -0.5334
C -0.6817 2.0169 -0.3543
C 0.3153 1.9674 0.5326
C 0.8888 3.1510 1.2176
C 0.8738 3.2459 2.6071
C 1.3810 4.3651 3.2531
C 1.9230 5.4048 2.5149
C 1.9585 5.3137 1.1285
C 1.4514 4.1984 0.4869
H -3.7626 6.0223 -2.1554
H -3.4805 3.9304 -3.4592
H -2.0872 2.1154 -2.5803
H -1.3014 4.4147 0.9431
H -2.6634 6.2364 0.0530
H -0.9318 1.0966 -0.8862
H 0.4431 2.4432 3.1905
H 1.3471 4.4246 4.3332
H 2.3160 6.2796 3.0146
H 2.3808 6.1211 0.5444
H 1.4728 4.1295 -0.5934
```

largest force on an atom: 0.75 eV/Å
Kohn-Sham gap (spin up / spin down): 6.60 / 6.37 eV
spin multiplicity: 2
E: -154144.775 eV
⟨S²⟩: 0.752
lowest unoccupied orbital energy (spin up / spin down): -1.275 / -1.596 eV

---

Record 3
Formula: C55H44NaO2P2S2
Source: the Open Molecules 2025 dataset
Level of theory: wB97M-V/def2-TZVPD

The geometry in XYZ format:
```
106
Properties=species:S:1:pos:R:3
Na 1.6489 0.8979 0.8416
O -1.3335 2.5525 -0.2419
S -1.1934 1.1166 0.1720
C -1.9927 0.0103 -1.0167
C -3.3534 -0.1701 -0.9295
C -4.0594 -1.1204 -1.6945
C -3.3478 -1.9368 -2.5217
C -3.7894 -3.0726 -3.4170
C -2.4813 -3.5921 -4.0724
C -1.4018 -2.6653 -3.5607
C -0.0724 -2.5908 -3.8486
C 0.6817 -1.5667 -3.2405
C 0.1687 -0.6615 -2.3372
P 1.1946 0.7609 -1.7894
C 2.9019 0.0861 -1.7553
C 3.9975 0.8855 -2.0900
C 5.2933 0.4050 -1.9445
C 5.5160 -0.8735 -1.4518
C 4.4355 -1.6687 -1.0948
C 3.1393 -1.1907 -1.2407
C 1.1580 1.8394 -3.2666
C 1.8423 1.5561 -4.4498
C 1.7316 2.4035 -5.5410
C 0.9269 3.5377 -5.4641
C 0.2404 3.8211 -4.2941
C 0.3608 2.9793 -3.1920
C -1.2162 -0.7585 -1.9637
C -1.9549 -1.7474 -2.6457
C -2.3304 0.8640 1.5308
C -3.2337 1.8694 1.7557
C -4.2897 1.7449 2.6906
C -4.4219 0.5623 3.3566
C -5.4568 0.0887 4.3547
C -5.0075 -1.3475 4.7438
C -3.7609 -1.5969 3.9246
C -2.9324 -2.6798 3.8481
C -1.7872 -2.5854 3.0326
C -1.4723 -1.4814 2.2682
P 0.2248 -1.4224 1.5462
C 1.1810 -1.5035 3.1198
C 1.7251 -2.6516 3.6896
C 2.4034 -2.5833 4.9001
C 2.5422 -1.3708 5.5618
C 1.9894 -0.2220 5.0139
C 1.3193 -0.2910 3.8003
C 0.4173 -3.0575 0.7534
C -0.6513 -3.6083 0.0435
C -0.4776 -4.7610 -0.7121
C 0.7612 -5.3845 -0.7615
C 1.8322 -4.8430 -0.0631
C 1.6653 -3.6809 0.6790
C -2.3680 -0.3615 2.2765
C -3.4707 -0.4618 3.1458
H -3.9176 0.4218 -0.2192
H -5.1342 -1.2059 -1.5848
H -4.2958 -3.8500 -2.8443
H -4.5013 -2.7188 -4.1637
H -2.2715 -4.6230 -3.7822
H -2.5340 -3.5773 -5.1609
H 0.4034 -3.2705 -4.5459
H 1.7269 -1.4874 -3.5156
H 3.8367 1.8858 -2.4753
H 6.1322 1.0318 -2.2211
H 6.5266 -1.2487 -1.3491
H 4.5986 -2.6701 -0.7127
H 2.3032 -1.8255 -0.9807
H 2.4674 0.6731 -4.5228
H 2.2686 2.1786 -6.4548
H 0.8406 4.1972 -6.3192
H -0.3892 4.7015 -4.2322
H -0.1706 3.1992 -2.2708
H -3.1356 2.7706 1.1585
H -4.9844 2.5648 2.8326
H -5.4982 0.7481 5.2212
H -6.4521 0.0924 3.9089
H -4.7884 -1.4252 5.8093
H -5.7771 -2.0881 4.5270
H -3.1138 -3.5814 4.4216
H -1.0980 -3.4235 3.0319
H 1.6157 -3.6101 3.1972
H 2.8200 -3.4859 5.3321
H 3.0764 -1.3230 6.5020
H 2.0789 0.7260 5.5288
H 0.8613 0.6105 3.4006
H -1.6228 -3.1274 0.0743
H -1.3159 -5.1756 -1.2603
H 0.8929 -6.2912 -1.3393
H 2.8017 -5.3260 -0.0979
H 2.5151 -3.2548 1.2000
C 2.7708 4.7138 2.9095
S 1.6585 3.5897 2.0775
O 2.5130 2.3901 1.7239
C 1.4507 4.5210 0.5737
C 0.3250 5.3157 0.4269
C 0.1803 6.0578 -0.7379
C 1.1424 5.9791 -1.7353
C 2.2519 5.1548 -1.5838
C 2.4148 4.4177 -0.4214
H 3.6259 4.8793 2.2548
H 3.0773 4.2372 3.8408
H 2.2396 5.6453 3.1105
H -0.4373 5.3396 1.1983
H -0.6937 6.6819 -0.8722
H 1.0212 6.5529 -2.6458
H 2.9860 5.0815 -2.3761
H 3.2659 3.7585 -0.2849
```

largest force on an atom: 1.87 eV/Å
net charge: +1
Kohn-Sham gap: 7.94 eV
spin multiplicity: 1
E: -106505.354 eV
lowest unoccupied orbital energy: -2.063 eV

---

Record 4
Formula: C55H45F3IN5O3P2Ti
Source: the Open Molecules 2025 dataset
Level of theory: wB97M-V/def2-TZVPD

The geometry in XYZ format:
```
115
Properties=species:S:1:pos:R:3
Ti 17.1185 14.2155 9.2007
I 17.9729 16.3592 11.1255
C 18.2525 15.0425 12.5906
C 18.8913 15.4183 13.7244
C 19.3714 14.4304 14.6544
C 19.0331 13.0968 14.4625
C 18.1662 12.7589 13.3626
C 17.7925 11.4277 13.2185
C 17.2389 11.0007 12.0602
C 16.9982 11.8610 11.0007
C 17.2539 13.2589 11.0421
C 17.7911 13.7191 12.3603
H 19.0489 16.5099 13.9613
H 20.1381 14.7507 15.4205
H 19.3628 12.3037 15.1728
H 17.9358 10.7662 14.1098
H 16.9380 9.9677 11.8738
H 16.5669 11.3641 10.0674
C 22.2047 13.1447 10.1951
C 20.8176 12.8598 10.7486
C 20.2235 11.6760 10.0285
C 20.5088 10.3580 10.3117
C 20.0759 9.2614 9.5129
C 19.3804 9.5775 8.3343
C 19.1239 10.8846 7.9616
C 18.6735 11.1714 6.5434
C 19.9039 11.1845 5.5892
C 19.4472 11.8635 8.8686
N 19.0773 13.2293 8.5193
C 19.7990 13.9902 7.7769
C 19.3045 15.3738 7.5410
C 19.9226 16.5360 7.3298
C 19.0219 17.5761 7.4581
C 17.8222 16.9455 7.9528
N 18.0641 15.6169 8.0300
H 22.6591 14.0407 10.6112
H 22.2393 13.2559 9.1124
H 22.8827 12.3535 10.5487
H 20.2341 13.7316 10.5112
H 20.8492 12.7016 11.8368
H 21.1522 10.1421 11.1810
H 20.3896 8.2536 9.7160
H 19.0549 8.7901 7.6276
H 18.1892 12.1775 6.5803
H 17.8807 10.3971 6.2206
H 20.6080 11.9128 6.0473
H 19.6430 11.5496 4.5845
H 20.4201 10.2847 5.5057
H 20.8403 13.7834 7.5260
H 20.9063 16.7013 6.9202
H 18.9985 18.5425 6.9902
H 16.9148 17.3228 8.2733
O 16.1255 12.6155 8.4761
N 16.3737 13.3709 7.4283
C 15.6375 13.1543 6.3287
C 14.5579 12.2186 6.2410
N 13.6569 11.4896 6.2015
C 16.0007 14.1144 5.3290
N 16.3039 14.9299 4.5869
C 13.8361 12.1074 13.5600
P 13.8525 13.9173 13.4074
C 12.0399 14.3386 13.4675
C 11.2362 13.8907 14.5069
C 9.9703 14.3886 14.6439
C 9.4563 15.2715 13.6668
C 10.1858 15.6978 12.5891
C 11.4766 15.2515 12.5200
C 14.4169 14.2751 15.1024
C 15.0644 15.5161 15.2866
C 15.5752 15.8215 16.5222
C 15.3449 14.9551 17.5994
C 14.6975 13.7486 17.4181
C 14.1746 13.3879 16.1278
P 13.6880 11.1555 11.9833
C 14.1981 9.4673 12.4830
C 14.9875 9.2070 13.5942
C 15.6142 7.9976 13.6953
C 15.5427 7.1016 12.6798
C 14.6621 7.1934 11.5193
C 14.0408 8.4541 11.4785
C 11.8740 11.0781 11.8544
C 11.1397 12.0329 11.1999
C 9.7210 12.0130 11.1500
C 9.0316 11.0414 11.8794
C 9.7675 10.1345 12.5729
C 11.1601 10.0357 12.3993
H 13.1375 11.7675 14.3307
H 14.8689 11.9240 13.8740
H 11.5854 13.1084 15.2403
H 9.3527 14.1743 15.5151
H 8.3745 15.6526 13.9219
H 9.7108 16.5019 11.9914
H 12.1169 15.5523 11.6948
H 15.3993 16.1949 14.4785
H 16.1107 16.7437 16.7048
H 15.7217 15.2886 18.5267
H 14.5745 13.0648 18.2735
H 13.4285 12.5661 15.9415
H 15.1148 9.9807 14.3468
H 16.1400 7.7589 14.5714
H 16.0068 6.1144 12.7863
H 14.5838 6.5084 10.7091
H 13.4311 8.7133 10.6251
H 11.5922 12.8989 10.6984
H 9.1932 12.7268 10.6172
H 7.9698 10.9325 11.9200
H 9.2088 9.4466 13.2136
H 11.6840 9.2100 12.8769
F 14.6327 17.5853 9.9541
C 13.9957 16.8736 9.0568
F 14.5226 17.1142 7.8204
F 12.7640 17.2503 9.0848
C 14.2020 15.3318 9.3443
O 13.3109 14.6340 9.4918
O 15.4938 15.1156 9.2938
```

largest force on an atom: 5.81 eV/Å
Kohn-Sham gap: 6.37 eV
spin multiplicity: 1
E: -129301.362 eV
lowest unoccupied orbital energy: -1.460 eV

---

Q: Which of these has the highest spin multiplicity?
A: C55H44GeInN6O2S2

---

Q: Look up the largest force on an atom of the fourth one.
A: 5.81 eV/Å

---

Q: The lowest E belongs to which entry?
A: C55H44GeInN6O2S2

---

Q: Which of these has the highest spin multiplicity?
A: C55H44GeInN6O2S2